Record 1
ORCA calculation (ωB97M-V with the def2-TZVPD basis set) on a 2-piece molecular cluster, C4H12N2O overall in a non-equilibrium geometry.

Atoms and positions in Å:
C 0.776 2.037 0.228
C -0.362 1.947 -0.791
C -1.013 0.544 -0.666
N -1.033 -2.528 -0.124
C -0.151 -1.724 -0.828
N 0.004 -0.476 -0.712
H 1.673 1.506 -0.085
H 0.420 1.761 1.227
H 1.116 3.071 0.380
H 0.051 1.949 -1.799
H -1.091 2.705 -0.534
H -1.612 0.583 0.252
H -1.631 0.385 -1.552
H -0.926 -3.514 -0.267
H -1.291 -2.224 0.798
H 0.654 -2.299 -1.308
H 1.716 -0.650 2.388
H 1.263 -1.524 1.220
O 1.437 -1.550 2.172

Atoms 1-3, force components in eV/Å:
C 0.1652 1.1626 0.1900
C 0.7869 -1.6809 0.6848
C -0.0076 0.6642 0.7370

Values from the calculation:
highest occupied orbital energy = -8.66 eV
SMILES = CCC/N=C\N.O
E_tot = -344.317818 hartree
energy relative to the best compared isomer or geometry (same formula, charge and spin) = 1.829 eV
Kohn-Sham gap = 0.3494 Eh
molar mass = 104.15 g/mol

---

Record 2
ORCA calculation (ωB97M-V with the def2-TZVPD basis set) on a 2-piece molecular cluster, C4H12N2O overall in a non-equilibrium geometry.

Atoms and positions in Å:
C 1.471 0.096 -0.137
C 0.812 0.770 -1.092
C -2.710 0.391 -0.248
C 2.402 0.769 0.832
N -1.680 -0.271 0.528
N 1.591 -1.293 -0.169
O -1.558 -1.645 0.134
H -2.231 -2.120 0.641
H -0.727 0.177 0.408
H 0.808 -1.759 -0.604
H 1.823 -1.710 0.720
H 0.838 1.843 -1.138
H 0.211 0.261 -1.827
H -2.568 0.313 -1.332
H -3.674 -0.058 -0.001
H -2.726 1.440 0.040
H 2.382 1.848 0.706
H 3.422 0.417 0.682
H 2.114 0.530 1.857

Atoms 1-3, force components in eV/Å:
C 1.0849 0.1238 -1.0908
C -0.0573 -0.0426 0.5008
C 0.2638 -0.3454 -0.1893

Values from the calculation:
highest occupied orbital energy = -8.18 eV
SMILES = C=C(C)N.CNO
E_tot = -344.270093 hartree
energy relative to the best compared isomer or geometry (same formula, charge and spin) = 3.127 eV
Kohn-Sham gap = 0.3369 Eh
molar mass = 104.15 g/mol

---

Record 3
ORCA calculation (ωB97M-V with the def2-TZVPD basis set) on C4H12N2O as an isolated structure in a non-equilibrium geometry.

Atoms and positions in Å:
C -0.511 1.022 -0.185
C 0.892 1.467 0.362
C 1.846 0.237 0.580
O 1.448 -0.216 2.178
N -0.560 0.245 -1.444
C -1.712 -0.628 -1.357
N -1.385 -1.908 -0.585
H -1.247 1.955 -0.183
H -0.837 0.182 0.618
H 1.268 2.227 -0.305
H 0.802 1.950 1.397
H 1.334 -0.583 0.150
H 2.889 0.407 0.249
H 2.322 0.341 1.705
H -1.180 -0.323 1.205
H -2.041 -0.930 -2.377
H -2.579 -0.107 -0.873
H -1.178 -2.649 -1.229
H -0.604 -1.691 0.035

Atoms 1-3, force components in eV/Å:
C 1.3907 2.8468 -7.1125
C -0.3052 -0.6272 1.2489
C -3.9179 1.1120 -1.5574

Values from the calculation:
highest occupied orbital energy = -8.10 eV
E_tot = -344.001457 hartree
energy relative to the best compared isomer or geometry (same formula, charge and spin) = 10.437 eV
Kohn-Sham gap = 0.2610 Eh
molar mass = 104.15 g/mol

---

Record 4
ORCA calculation (ωB97M-V with the def2-TZVPD basis set) on C4H12N2O as an isolated structure in a non-equilibrium geometry.

Atoms and positions in Å:
C -1.139 0.008 0.740
C -0.250 -0.598 -0.223
C 1.273 -0.346 0.764
C 2.366 0.483 0.123
N -2.535 -0.717 -0.302
N -0.173 0.073 -1.485
O -1.180 1.360 0.796
H -1.012 1.666 -0.117
H -1.241 -0.442 1.723
H -0.295 -1.682 -0.264
H -2.907 0.113 -0.760
H -3.234 -1.036 0.365
H -0.872 0.744 -1.783
H 0.553 -0.303 -2.082
H 1.128 -0.012 1.792
H 1.564 -1.394 0.847
H 2.587 0.126 -0.884
H 3.297 0.428 0.693
H 2.071 1.531 0.058

Atoms 1-3, force components in eV/Å:
C -4.2179 -1.7152 -2.4885
C 5.0295 1.2694 1.9188
C -0.8354 -1.2252 -1.5381

Values from the calculation:
highest occupied orbital energy = -8.35 eV
E_tot = -344.243026 hartree
energy relative to the best compared isomer or geometry (same formula, charge and spin) = 3.864 eV
Kohn-Sham gap = 0.3364 Eh
molar mass = 104.15 g/mol

---

Record 5
ORCA calculation (ωB97M-V with the def2-TZVPD basis set) on a 2-piece molecular cluster, C4H12N2O overall in a non-equilibrium geometry.

Atoms and positions in Å:
C -1.297 1.391 0.253
C -1.343 -0.038 0.731
C 0.041 -0.701 0.984
N 1.067 -0.579 0.014
C 0.823 -1.017 -1.304
N -0.317 -1.747 -1.438
H -1.170 1.437 -0.826
H -0.497 1.947 0.737
H -2.175 1.978 0.524
H -1.994 -0.169 1.599
H -1.856 -0.763 0.095
H -0.126 -1.805 0.996
H 0.546 -0.354 1.886
H 1.638 0.359 0.158
H 0.882 -0.063 -1.869
H 1.784 -1.525 -1.550
H 2.538 2.203 0.631
H -0.268 -2.251 -2.320
O 1.724 1.697 0.700

Atoms 1-3, force components in eV/Å:
C -0.0344 0.4878 0.1323
C -0.6785 -1.2014 -0.1098
C 0.9277 -0.5840 0.6188

Values from the calculation:
highest occupied orbital energy = -8.25 eV
E_tot = -344.123000 hartree
energy relative to the best compared isomer or geometry (same formula, charge and spin) = 7.130 eV
Kohn-Sham gap = 0.1891 Eh
molar mass = 104.15 g/mol

---

Record 6
ORCA calculation (ωB97M-V with the def2-TZVPD basis set) on one molecule with the formula C4H12N2O in a non-equilibrium geometry.

Atoms and positions in Å:
C -0.024 -0.308 0.540
C 0.519 0.933 1.234
C 1.474 0.579 2.371
O 1.315 1.689 0.292
N -0.612 0.028 -0.743
C -1.115 -1.162 -1.494
N -1.141 -0.925 -2.913
H 0.836 -0.929 0.245
H -0.613 -0.899 1.250
H -0.289 1.606 1.543
H 2.273 -0.025 1.939
H 0.935 0.033 3.144
H 1.872 1.525 2.736
H 1.045 1.322 -0.578
H -1.389 0.675 -0.740
H -0.515 -2.009 -1.169
H -2.139 -1.308 -1.158
H -0.429 -0.296 -3.233
H -2.004 -0.530 -3.266

Atoms 1-3, force components in eV/Å:
C 0.5943 0.1133 -0.1111
C 0.9709 0.3523 -0.5905
C -0.8369 0.2915 -0.5003

Values from the calculation:
highest occupied orbital energy = -9.27 eV
SMILES = C[C@@H](O)CNCN
E_tot = -344.335414 hartree
energy relative to the best compared isomer or geometry (same formula, charge and spin) = 1.350 eV
Kohn-Sham gap = 0.3768 Eh
molar mass = 104.15 g/mol

---

Record 7
ORCA calculation (ωB97M-V with the def2-TZVPD basis set) on one molecule with the formula C4H12N2O in a non-equilibrium geometry.

Atoms and positions in Å:
C -0.860 0.608 -1.404
C 0.180 0.314 -0.331
C 1.585 0.559 -0.909
O 1.925 1.921 -0.780
N 0.084 -1.120 0.025
C -0.911 -1.410 1.097
N -1.183 -0.368 2.055
H -1.875 0.445 -1.051
H -0.706 -0.095 -2.230
H -0.780 1.609 -1.834
H 0.072 0.968 0.531
H 2.292 -0.098 -0.394
H 1.608 0.232 -1.953
H 2.867 2.004 -0.612
H 0.940 -1.277 0.553
H -0.489 -2.247 1.651
H -1.852 -1.744 0.662
H -2.021 0.167 1.923
H -0.874 -0.469 3.003

Atoms 1-3, force components in eV/Å:
C -0.0141 -0.1401 -0.3088
C 0.1462 -0.2843 -1.1052
C -0.3004 -0.7151 0.1602

Values from the calculation:
highest occupied orbital energy = -9.20 eV
SMILES = C[C@H](CO)NCN
E_tot = -344.324478 hartree
energy relative to the best compared isomer or geometry (same formula, charge and spin) = 1.648 eV
Kohn-Sham gap = 0.3717 Eh
molar mass = 104.15 g/mol

---

Record 8
ORCA calculation (ωB97M-V with the def2-TZVPD basis set) on a 2-piece molecular cluster, C4H12N2O overall in a non-equilibrium geometry.

Atoms and positions in Å:
C 2.239 -0.070 0.908
C 0.729 -0.160 1.195
C -0.101 0.006 -0.044
C -0.816 1.133 -0.232
N -1.611 1.533 -1.265
N 2.876 -1.042 0.026
H 2.370 0.928 0.472
H 2.820 -0.044 1.835
H 0.542 0.649 1.910
H 0.534 -1.039 1.822
H -0.282 -0.888 -0.635
H -0.574 1.970 0.420
H -1.799 2.502 -1.371
H -2.092 0.925 -1.896
H 2.347 -1.099 -0.840
H 2.917 -1.948 0.469
H -2.693 -0.883 -0.639
H -3.962 -1.611 -0.902
O -3.443 -0.862 -1.233

Atoms 1-3, force components in eV/Å:
C 0.3087 0.6291 -0.0094
C 0.7788 0.0975 0.6605
C -1.2758 -0.4150 0.7298

Values from the calculation:
highest occupied orbital energy = -7.93 eV
SMILES = N/C=C/CCN.O
E_tot = -344.324051 hartree
energy relative to the best compared isomer or geometry (same formula, charge and spin) = 1.659 eV
Kohn-Sham gap = 0.3227 Eh
molar mass = 104.15 g/mol

---

Record 9
ORCA calculation (ωB97M-V with the def2-TZVPD basis set) on a 2-piece molecular cluster, C4H12N2O overall in a non-equilibrium geometry.

Atoms and positions in Å:
C 0.043 -1.173 0.367
C -1.612 1.611 -0.378
N -1.896 1.294 -1.683
N -0.692 -2.023 1.202
O -2.560 1.873 0.370
H -1.112 0.904 -2.193
H -2.847 1.381 -2.018
H -0.926 -2.968 0.908
H -1.636 -1.629 1.375
H -0.748 -0.524 -0.004
H 0.495 -1.646 -0.511
C 1.169 0.070 0.853
C 2.338 0.206 -0.120
H 2.758 -0.761 -0.411
H 2.028 0.689 -1.052
H 1.560 -0.381 1.773
H 0.952 1.071 1.244
H -0.494 1.240 -0.022
H 3.180 0.767 0.298

Atoms 1-3, force components in eV/Å:
C 0.1406 4.1137 -1.9998
C -1.1453 -2.0614 0.9768
N 1.6562 0.3698 0.6074

Values from the calculation:
highest occupied orbital energy = -8.86 eV
SMILES = CCCN.NC=O
E_tot = -344.279081 hartree
energy relative to the best compared isomer or geometry (same formula, charge and spin) = 2.883 eV
Kohn-Sham gap = 0.3563 Eh
molar mass = 104.15 g/mol

---

Record 10
ORCA calculation (ωB97M-V with the def2-TZVPD basis set) on one molecule with the formula C4H12N2O in a non-equilibrium geometry.

Atoms and positions in Å:
C -0.312 -1.802 1.622
N 0.334 -1.265 0.437
C 0.246 0.262 0.387
C 1.422 0.719 -0.394
O 1.503 2.149 -0.765
C -1.044 0.715 -0.316
N -1.212 -0.012 -1.617
H -0.232 -1.063 2.439
H -1.380 -2.027 1.362
H 0.204 -2.709 1.817
H -0.143 -1.593 -0.472
H 0.378 0.582 1.405
H 2.427 0.546 0.074
H 1.457 0.266 -1.407
H 1.762 2.707 -0.029
H -1.899 0.352 0.291
H -1.062 1.819 -0.476
H -0.402 0.130 -2.219
H -2.048 0.226 -2.141

Atoms 1-3, force components in eV/Å:
C -1.2228 0.5456 -1.1812
N -0.2778 1.7957 -2.0117
C -0.2735 -1.9653 -1.0330

Values from the calculation:
highest occupied orbital energy = -8.67 eV
SMILES = CN[C@H](CN)CO
E_tot = -344.308367 hartree
energy relative to the best compared isomer or geometry (same formula, charge and spin) = 2.086 eV
Kohn-Sham gap = 0.3514 Eh
molar mass = 104.15 g/mol